Record 1
Density functional theory data (ωB97M-V with the def2-TZVPD basis set) for a molecular structure, C34H29Cl3CrN5O2Si.

```
75
C34H29Cl3CrN5O2Si ωB97M-V with the def2-TZVPD basis set
H 2.815 5.104 -1.149
H -4.588 2.823 -4.941
H -0.741 2.264 -3.168
C 1.045 3.958 -0.758
H -1.306 4.723 1.545
N 1.644 0.813 -0.229
C -0.733 -0.910 2.538
C 1.423 3.491 3.740
O -0.324 -0.117 -2.200
Cl 0.175 -3.888 -3.000
C 3.575 1.544 0.576
Cl -1.303 -1.831 -4.385
C 0.105 -2.172 -3.376
H 0.210 6.629 1.890
C -4.385 -0.976 -0.316
Si -1.287 2.342 -0.220
H 1.544 4.850 5.404
C 0.047 -1.316 -2.085
C -0.235 1.748 3.539
H -1.804 -4.209 5.937
H -2.258 2.483 0.912
H -1.804 -5.189 4.474
C 1.950 4.736 4.399
H -4.180 2.876 -0.684
H 0.048 -2.701 5.321
C -2.166 -4.255 4.910
H 2.293 6.818 0.563
C 0.453 5.875 1.150
C -0.518 -2.394 4.449
C -3.726 2.784 -1.665
C 1.544 1.850 1.963
Cr -0.279 0.104 -0.127
C 1.912 5.022 -0.555
H 2.325 0.143 -2.082
C -4.530 2.874 -2.794
C -1.686 -3.071 4.113
N -2.719 -1.188 1.105
H -3.258 -3.181 2.672
H -5.595 3.040 -2.689
O 0.385 -1.804 -0.995
H -5.364 -0.963 -0.761
C -1.920 -1.577 2.218
C -2.366 -2.650 2.984
C -3.966 2.755 -4.058
C 0.274 2.852 4.195
H -1.142 1.278 3.897
Cl 1.590 -1.685 -4.236
C 0.387 1.205 2.412
C -0.404 4.801 0.947
C -1.803 2.454 -3.048
H 0.870 -0.851 3.942
C -3.173 -0.591 -0.903
N 2.257 1.390 0.823
H -3.255 -4.303 4.936
H 3.038 4.718 4.473
H 1.675 5.620 3.821
C -2.348 2.572 -1.766
H -0.244 3.237 5.066
C -0.128 3.820 -0.009
C -4.056 -1.348 0.962
N -2.178 -0.724 -0.037
H -2.972 -0.198 -1.887
C 3.823 1.063 -0.686
H -2.151 2.450 -5.164
N -0.193 0.112 1.733
C -2.598 2.549 -4.182
C 1.620 5.983 0.405
C -0.052 -1.352 3.674
H 4.232 1.962 1.319
H -4.661 -1.694 1.781
C 2.033 2.980 2.608
H 1.293 3.216 -1.510
H 4.769 1.024 -1.195
H 2.884 3.499 2.183
C 2.583 0.608 -1.144
```

Calculated values
**Multiplicity**: 2
**F_max**: 0.2 eV Å⁻¹
**E_tot**: -4451.88118 hartree
**M**: 726.1 g/mol
**Orbital gap (spin up / spin down)**: 7.8 / 7.8 eV

Record 2
Density functional theory data (ωB97M-V with the def2-TZVPD basis set) for a molecular structure, C34H29FMnN2S7Si in a non-equilibrium geometry.

```
75
C34H29FMnN2S7Si ωB97M-V with the def2-TZVPD basis set
C -4.806 2.633 -0.024
C -2.343 1.887 -1.097
C 6.072 0.018 -0.037
H -0.476 -3.811 -4.807
H -1.516 -1.756 -0.576
H -0.057 3.076 0.612
H -1.868 3.991 -0.899
C -1.999 -1.389 3.572
S -1.961 5.901 3.473
H -0.592 -8.110 1.142
H -2.567 -0.811 -4.275
C -0.091 -3.128 -4.053
C -0.590 -2.689 1.643
H -3.687 -1.467 -3.105
H -0.083 5.292 0.450
C -4.610 1.315 -0.413
H 0.359 -2.286 -4.567
H -2.683 -4.781 -2.788
N -0.632 -1.386 1.566
H -2.461 3.413 4.164
C -2.612 3.222 -0.742
Mn -0.106 0.056 -0.159
H -1.484 -4.715 -1.513
C -1.526 7.341 2.622
C -3.829 3.593 -0.200
C -1.995 1.452 3.462
C -2.657 0.746 4.508
C -1.646 -7.171 2.834
S 5.109 0.215 -1.468
C -2.222 -4.130 -2.053
H -3.201 -0.055 -1.260
C -0.630 5.688 1.285
C -1.342 0.701 2.443
C -1.254 3.472 2.370
C -2.873 -1.724 -3.776
H -4.034 4.619 0.077
H -3.168 -1.119 5.369
C -1.845 -5.854 3.276
C -1.192 4.893 2.263
H 0.005 -3.198 0.893
C -1.273 -3.477 2.590
H 0.706 -3.642 -3.527
C -1.327 -0.701 2.519
Si -1.422 -2.539 -2.807
F -6.017 2.988 0.518
S -0.415 -5.685 1.143
C -0.734 -1.581 -1.346
H -2.990 -3.858 -1.334
C -1.955 2.834 3.403
H -1.174 0.812 -2.490
S 5.123 -0.103 1.409
C 3.522 0.032 0.659
H -1.838 8.288 3.014
C -0.635 2.635 1.413
C -0.831 7.062 1.485
C -1.986 -2.774 3.585
S 2.136 0.328 -1.702
H -2.415 -5.598 4.151
H 0.181 -2.134 -1.050
H -0.482 7.822 0.806
C 3.519 0.179 -0.701
C -1.055 1.431 -1.596
H -3.153 1.326 5.276
N -0.691 1.324 1.406
H -2.520 -3.293 4.369
C -3.396 0.963 -0.954
C -1.246 -4.900 2.477
S 2.146 -0.031 1.645
H -2.042 -8.040 3.332
H -0.388 2.271 -1.818
C -0.899 -7.246 1.698
S 7.719 -0.048 -0.054
H -3.282 -2.391 -4.532
H -5.411 0.598 -0.293
C -2.666 -0.604 4.560
```

Calculated values
**Multiplicity**: 6
**F_max**: 1.6 eV Å⁻¹
**E_tot**: -5750.30170 hartree
**M**: 792.1 g/mol
**Total charge**: -2
**Orbital gap (spin up / spin down)**: 4.1 / 4.5 eV
**Energy relative to the best compared isomer or geometry (same formula, charge and spin)**: 23.70 kcal/mol

Record 3
Density functional theory data (ωB97M-V with the def2-TZVPD basis set) for a molecular structure, C34H30AlO6S2.

```
73
C34H30AlO6S2 ωB97M-V with the def2-TZVPD basis set
H -5.939 -4.702 3.525
H 4.414 -2.585 -5.624
C 4.402 1.234 -0.742
C 5.080 2.410 1.238
C -2.302 -3.503 3.051
H 6.998 1.869 2.038
C 6.271 1.692 1.255
C -4.514 -3.868 2.164
Al -4.763 2.126 0.239
C 6.531 0.747 0.276
C -0.986 -1.919 -0.719
C -0.490 -2.487 1.573
C -1.797 4.110 0.214
C 5.146 -1.640 -3.849
C -1.389 -2.434 0.507
H 7.449 0.176 0.269
H 0.197 4.543 0.944
C 0.809 -2.021 1.406
H 0.618 -1.027 -1.825
H 2.277 -1.340 -5.622
H -5.958 4.207 -1.109
H -2.391 1.449 -0.425
S -6.564 3.050 -0.814
C -4.015 -4.448 4.444
C -0.893 -3.027 2.903
C 3.682 -0.006 -2.850
C 1.201 -1.503 0.185
O -2.409 3.539 1.336
C -3.373 1.085 -0.790
C -3.863 3.615 1.253
H 4.880 3.146 2.006
C -2.798 -2.902 0.654
H -2.409 0.379 -2.638
H 2.205 -1.112 0.063
H -1.986 5.202 0.181
O -0.114 -3.076 3.831
C -3.219 1.057 -2.272
O 2.286 1.541 -1.748
C 0.053 2.393 0.613
H -4.214 3.623 2.298
H -4.334 -4.840 5.402
H -5.196 -3.791 1.329
H -5.175 -0.468 1.228
H 1.093 2.298 0.956
H -4.125 4.612 0.845
H 3.207 2.720 0.209
H -2.226 3.691 -0.719
H 0.113 4.069 -0.754
C 5.598 0.515 -0.728
H 6.084 -2.177 -3.823
C -3.205 -3.434 1.990
C 4.145 2.183 0.242
C 4.886 -0.712 -2.847
C 5.903 -0.505 -1.774
S -5.700 0.655 1.731
C 4.210 -1.861 -4.845
C 2.744 -0.234 -3.851
H 1.483 -2.055 2.252
H -3.369 0.024 -0.468
C 3.365 0.996 -1.788
C -4.917 -4.372 3.389
C -2.711 -4.014 4.277
H -1.992 -4.053 5.084
O -3.581 -2.857 -0.267
H -1.708 -1.873 -1.523
H -0.610 2.046 1.413
H 1.818 0.326 -3.829
C 0.307 -1.452 -0.878
H -0.064 1.720 -0.245
C 3.009 -1.161 -4.845
C -0.285 3.842 0.249
O -3.818 1.704 -3.093
O 6.936 -1.138 -1.755
```

Calculated values
**Multiplicity**: 1
**F_max**: 0.4 eV Å⁻¹
**E_tot**: -2804.05518 hartree
**M**: 625.7 g/mol
**Total charge**: -1
**Orbital gap**: 4.9 eV

Record 4
Density functional theory data (ωB97M-V with the def2-TZVPD basis set) for a molecular structure, C34H30BF2N3O6PV.

```
78
C34H30BF2N3O6PV ωB97M-V with the def2-TZVPD basis set
C -4.601 2.832 2.280
O 1.112 -0.712 2.647
H 3.629 2.943 -4.186
C 3.022 4.088 0.248
C 1.113 2.851 -1.903
H 4.608 5.504 0.442
C 4.218 4.538 0.732
H -1.881 6.655 0.137
H -1.798 -4.859 2.711
C 0.847 -2.626 -0.331
C -3.722 0.604 2.077
C -2.590 -2.428 4.929
C -2.266 -3.690 4.452
H 5.889 4.014 2.029
O -1.330 0.380 1.923
H 3.243 2.636 -1.780
C -0.719 4.867 -0.052
N 1.472 -0.498 -1.299
C 4.413 2.505 2.015
F -2.252 1.809 -1.003
C 2.467 2.827 0.582
B -1.273 0.855 -1.180
O -3.704 -1.298 -0.118
H 4.955 1.883 2.719
C -0.188 3.754 0.588
C -1.706 5.624 2.010
C -2.201 -2.825 2.206
H -1.327 4.383 3.725
C 2.658 0.835 2.088
C 1.552 3.226 -4.649
H -4.437 3.903 2.248
C -2.722 -1.370 4.046
H -0.758 -0.068 2.584
H 3.151 0.334 2.908
C -3.532 1.978 2.040
C 2.619 2.984 -3.798
P 0.878 2.419 -0.117
C -1.476 5.794 0.654
H -0.583 3.423 -4.788
C -2.568 -0.340 1.768
H -2.557 2.383 1.817
H 2.376 -0.052 -1.200
H -2.299 6.347 2.558
C -2.531 -1.561 2.678
H -6.692 2.989 2.730
H -5.141 -0.982 2.330
H 0.920 -1.502 2.093
H -0.971 3.031 -2.417
C 4.930 3.698 1.632
N 1.637 -1.899 -1.240
H -0.534 5.040 -1.101
C 0.265 3.264 -4.132
C -2.071 -3.884 3.093
C 2.399 2.800 -2.440
H -7.039 0.538 2.758
C 3.141 2.016 1.543
C -0.409 3.603 1.958
C -2.717 -0.757 0.286
O 0.284 -1.905 0.578
F -1.024 0.586 -2.513
C -6.055 0.945 2.563
N 1.489 0.281 1.663
O -1.671 -0.477 -0.498
H -2.008 -2.995 1.156
C -1.162 4.526 2.664
H 1.828 -2.368 -2.110
C 0.047 3.065 -2.778
H -2.738 -2.266 5.990
H 1.041 -0.210 -2.174
C -4.991 0.089 2.327
H -2.157 -4.520 5.139
V 0.156 0.193 0.314
H 0.016 2.749 2.476
H 2.467 4.726 -0.434
H -2.980 -0.384 4.414
O 0.838 -3.845 -0.412
H 1.719 3.371 -5.710
C -5.860 2.321 2.545
```

Calculated values
**Multiplicity**: 2
**F_max**: 0.7 eV Å⁻¹
**E_tot**: -3439.50396 hartree
**M**: 707.4 g/mol
**Total charge**: -1
**Orbital gap (spin up / spin down)**: 5.4 / 5.3 eV
**Energy relative to the best compared isomer or geometry (same formula, charge and spin)**: 0.00 kcal/mol

Record 5
Density functional theory data (ωB97M-V with the def2-TZVPD basis set) for a molecular structure, C34H30BrCrN6O5S2 in a non-equilibrium geometry.

```
79
C34H30BrCrN6O5S2 ωB97M-V with the def2-TZVPD basis set
C 2.572 0.539 1.499
H 0.154 -0.230 -4.708
C -2.924 3.795 2.983
Cr -0.164 -0.231 0.189
H 5.212 0.627 3.666
N 2.561 -0.245 -3.708
C 3.020 1.457 0.553
H 0.563 -2.700 4.516
C 4.256 2.045 0.728
C -3.172 5.104 3.335
C -1.081 2.322 0.004
H -3.249 -3.571 2.778
H -0.138 -1.613 -3.636
C 1.267 -0.936 2.521
C -3.372 -0.274 -1.548
H 6.026 2.203 1.931
C -4.176 -0.047 -2.660
C -2.022 -2.204 1.688
H -1.603 -3.922 4.581
C 5.053 1.745 1.832
N -0.626 1.938 -1.218
H -0.619 2.350 -3.222
H -4.060 -0.696 -3.515
S 2.562 -0.864 3.664
H -2.131 4.345 -2.991
C -4.440 1.547 -0.400
O -0.243 1.164 3.394
C -0.560 4.171 3.218
H 2.122 -1.289 -5.478
N -0.617 1.566 0.994
C -5.180 1.801 -1.542
H -2.766 -2.086 0.913
C -0.174 -2.577 3.733
H 2.041 0.482 -5.620
O 1.514 -0.283 -1.733
H 0.444 3.777 3.177
H 2.387 1.675 -0.293
S -1.278 1.638 2.515
O -2.505 0.888 2.506
C -1.000 2.660 -2.253
C -1.377 -3.248 3.768
C 3.371 0.275 2.629
C -5.083 0.996 -2.666
C -2.297 -1.327 -1.637
C 0.089 -1.723 2.661
H -5.702 1.183 -3.530
C 3.801 0.030 -3.008
C -0.804 5.480 3.579
H -2.972 0.300 0.497
H -1.598 7.901 4.073
N -1.910 3.351 0.207
H 3.951 -0.708 -2.218
O -1.242 -1.012 -0.977
C -1.620 3.337 2.920
H -4.184 5.475 3.384
C 1.442 -0.356 -2.960
H -2.963 4.861 -0.655
H 0.015 6.139 3.823
H -3.270 7.633 3.883
C -0.817 -1.523 1.607
H 3.760 1.016 -2.541
H 4.624 2.750 -0.004
H -0.621 -0.009 -3.124
H -4.551 2.155 0.484
C -2.113 5.966 3.645
C 0.138 -0.559 -3.675
C -3.534 0.502 -0.404
O -2.421 -2.318 -2.343
C 4.613 0.864 2.801
C -1.836 3.761 -2.136
H -3.724 3.109 2.759
C 2.573 -0.351 -5.151
H 3.601 -0.330 -5.506
N -2.361 7.246 4.069
N 1.404 -0.172 1.456
C -2.276 4.048 -0.851
C -2.301 -3.053 2.749
Br -6.323 3.320 -1.574
H 4.638 -0.004 -3.700
```

Calculated values
**Multiplicity**: 4
**F_max**: 2.1 eV Å⁻¹
**E_tot**: -6433.34484 hartree
**M**: 798.7 g/mol
**Orbital gap (spin up / spin down)**: 8.1 / 7.9 eV
**Energy relative to the best compared isomer or geometry (same formula, charge and spin)**: 29.75 kcal/mol

Record 6
Density functional theory data (ωB97M-V with the def2-TZVPD basis set) for a molecular structure, C34H31As2CrNS2.

```
71
C34H31As2CrNS2 ωB97M-V with the def2-TZVPD basis set
H -6.270 0.350 -0.426
H 2.965 2.841 -1.465
C -5.200 0.181 -2.280
H 5.938 -1.329 4.737
H 7.295 -1.163 2.670
H 0.520 6.901 -0.039
H 3.837 5.074 -2.031
H -4.326 -0.207 0.967
C -2.994 -3.156 1.008
C -2.994 -0.431 -0.721
H -0.801 0.592 2.373
C 5.610 -0.772 1.415
C -1.174 2.049 0.827
H 6.195 -0.698 0.509
C -4.218 -0.161 -0.111
H -4.089 -4.956 1.390
H -1.383 3.153 -2.149
C 0.549 4.757 -0.026
C -0.936 2.297 -2.641
C -1.525 0.761 1.573
H -1.932 -0.634 -2.578
C 1.050 6.012 -0.354
H -3.896 -0.081 -3.962
H 0.698 -0.696 -4.460
H -1.935 2.337 0.095
C -1.267 2.019 -3.958
C -2.016 -2.281 1.473
H 1.355 -0.176 -2.171
N 1.371 -2.606 0.139
H -1.204 -3.859 4.354
C 4.231 -0.597 1.355
H -1.082 2.860 1.554
H 2.018 -5.510 1.036
C -1.704 -3.668 3.414
C 0.564 0.425 -2.633
C -2.879 -0.409 -2.103
H -6.062 0.426 -2.886
S 3.460 -0.223 -0.198
C 3.471 -0.689 2.516
C 5.462 -1.128 3.787
S 1.715 -0.427 2.465
H 2.304 -5.478 -0.722
C 1.233 3.623 -0.442
H -3.508 -2.966 0.073
H -0.953 0.722 -5.638
C -3.324 -4.283 1.750
H -2.517 0.835 2.025
H 3.491 -1.033 4.630
C 2.226 6.124 -1.077
H 0.645 -5.655 -0.088
C -1.362 -2.546 2.673
C 1.618 -5.194 0.073
C 0.226 0.133 -3.949
C 6.223 -1.033 2.628
C -3.986 -0.100 -2.884
C -2.682 -4.538 2.952
H -1.970 2.653 -4.481
As -1.455 -0.794 0.376
Cr 1.264 -0.585 0.253
C 2.423 3.729 -1.158
C 4.089 -0.962 3.732
H 2.613 7.102 -1.328
C 1.471 -3.747 0.092
As 0.539 1.860 -0.131
H -0.588 -1.884 3.045
C 2.914 4.985 -1.476
H -0.369 4.687 0.542
C -5.317 0.145 -0.895
C -0.694 0.934 -4.610
C -0.024 1.493 -1.966
H -2.949 -5.410 3.533
```

Calculated values
**Multiplicity**: 4
**F_max**: 0.8 eV Å⁻¹
**E_tot**: -7681.17464 hartree
**M**: 719.6 g/mol
**Total charge**: +1
**Orbital gap (spin up / spin down)**: 6.0 / 7.4 eV

multiplicity of number 6 (C34H31As2CrNS2)? 4